{
  "formula": "C36H68O11",
  "method": "ωB97M-V with the def2-TZVPD basis set",
  "gap_ev": 9.74,
  "relative_energy_ev": 0.096,
  "e_homo_ha": -0.348,
  "energy_ha": -2240.02623,
  "smiles": "O=C1CCCO1.O=C1CCCO1.C1CCOC1.C1CCOC1.C1CCOC1.C1CCOC1.C1CCOC1.C1CCOC1.C1CCOC1",
  "elements": ["O", "C", "C", "C", "C", "O", "H", "H", "H", "H", "H", "H", "O", "C", "C", "C", "C", "O", "H", "H", "H", "H", "H", "H", "C", "C", "C", "O", "C", "H", "H", "H", "H", "H", "H", "H", "H", "C", "C", "C", "O", "C", "H", "H", "H", "H", "H", "H", "H", "H", "C", "C", "C", "O", "C", "H", "H", "H", "H", "H", "H", "H", "H", "C", "C", "C", "O", "C", "H", "H", "H", "H", "H", "H", "H", "H", "C", "C", "C", "O", "C", "H", "H", "H", "H", "H", "H", "H", "H", "C", "C", "C", "O", "C", "H", "H", "H", "H", "H", "H", "H", "H", "C", "C", "C", "O", "C", "H", "H", "H", "H", "H", "H", "H", "H"],
  "positions_angstrom": [[-23.463, 24.877, -16.602], [-24.480, 24.322, -16.885], [-24.885, 23.782, -18.253], [-26.364, 23.525, -18.080], [-26.466, 23.248, -16.577], [-25.382, 23.950, -15.968], [-24.632, 24.547, -18.986], [-24.261, 22.922, -18.497], [-26.931, 24.429, -18.303], [-26.784, 22.668, -18.603], [-27.422, 23.523, -16.130], [-26.379, 22.181, -16.354], [-27.829, 31.567, -21.648], [-27.276, 30.534, -21.863], [-27.618, 29.521, -22.952], [-26.466, 28.541, -22.807], [-26.025, 28.681, -21.369], [-26.249, 30.067, -21.116], [-28.576, 29.046, -22.743], [-27.621, 29.940, -23.954], [-26.607, 27.535, -23.199], [-25.660, 28.909, -23.457], [-26.665, 28.058, -20.736], [-25.009, 28.380, -21.122], [-23.727, 21.322, -28.212], [-25.160, 20.855, -28.069], [-25.563, 21.473, -26.695], [-24.345, 21.964, -26.103], [-23.241, 21.366, -26.788], [-23.666, 22.327, -28.642], [-23.075, 20.742, -28.870], [-25.203, 19.769, -28.050], [-25.769, 21.293, -28.858], [-25.901, 20.674, -26.030], [-26.267, 22.298, -26.754], [-23.089, 20.365, -26.362], [-22.341, 21.947, -26.595], [-21.468, 25.407, -26.235], [-20.901, 26.789, -25.902], [-22.118, 27.695, -25.982], [-22.847, 27.169, -27.098], [-22.678, 25.758, -27.154], [-21.855, 24.971, -25.309], [-20.798, 24.672, -26.672], [-20.190, 27.128, -26.655], [-20.443, 26.813, -24.912], [-21.857, 28.710, -26.273], [-22.742, 27.669, -25.083], [-22.408, 25.550, -28.191], [-23.590, 25.243, -26.846], [-21.090, 21.519, -20.784], [-20.647, 20.163, -20.236], [-21.107, 20.174, -18.774], [-22.074, 21.209, -18.694], [-21.664, 22.242, -19.565], [-21.860, 21.461, -21.555], [-20.262, 22.079, -21.222], [-19.558, 20.098, -20.266], [-21.085, 19.315, -20.759], [-20.268, 20.316, -18.081], [-21.554, 19.240, -18.432], [-20.950, 22.937, -19.111], [-22.532, 22.847, -19.837], [-24.433, 25.487, -23.277], [-24.435, 24.126, -23.946], [-24.344, 23.161, -22.756], [-24.699, 23.875, -21.570], [-25.147, 25.199, -21.964], [-24.951, 26.268, -23.833], [-23.419, 25.855, -23.104], [-23.560, 23.962, -24.566], [-25.366, 23.965, -24.487], [-23.302, 22.841, -22.662], [-24.979, 22.282, -22.878], [-24.989, 25.898, -21.144], [-26.224, 25.069, -22.126], [-29.126, 20.771, -21.824], [-27.662, 21.090, -21.737], [-26.988, 19.697, -21.758], [-27.925, 18.853, -21.121], [-29.250, 19.330, -21.278], [-29.405, 20.760, -22.883], [-29.686, 21.561, -21.325], [-27.454, 21.605, -20.797], [-27.231, 21.632, -22.581], [-26.041, 19.687, -21.219], [-26.785, 19.386, -22.792], [-29.794, 19.280, -20.335], [-29.734, 18.703, -22.032], [-21.171, 27.107, -21.489], [-21.446, 27.570, -20.049], [-21.372, 26.282, -19.227], [-20.704, 25.332, -20.073], [-21.177, 25.599, -21.399], [-20.158, 27.398, -21.767], [-21.880, 27.561, -22.184], [-22.418, 28.053, -19.954], [-20.667, 28.276, -19.767], [-22.338, 25.857, -18.927], [-20.847, 26.359, -18.276], [-22.155, 25.105, -21.463], [-20.474, 25.119, -22.080], [-29.751, 24.724, -21.777], [-29.463, 24.875, -20.281], [-28.451, 26.027, -20.269], [-28.594, 26.694, -21.522], [-29.746, 26.176, -22.214], [-30.651, 24.170, -22.042], [-28.916, 24.199, -22.246], [-29.071, 23.926, -19.906], [-30.373, 25.054, -19.708], [-27.437, 25.642, -20.158], [-28.666, 26.681, -19.421], [-29.541, 26.295, -23.278], [-30.612, 26.776, -21.926]],
  "forces_ev_per_a": [[0.150, 0.495, 0.114], [0.664, -1.012, -0.583], [0.245, 0.845, -0.057], [-0.351, -0.284, 0.494], [-0.292, -0.616, 0.011], [-0.678, 0.207, 0.552], [-0.140, -0.112, -0.131], [-0.166, -0.185, 0.219], [-0.057, -0.074, -0.177], [0.112, 0.175, -0.357], [0.167, 0.506, 0.015], [0.374, 0.014, -0.093], [0.180, 0.340, 0.147], [-0.595, -0.307, -0.534], [0.490, -0.642, 0.245], [1.130, -0.251, -1.391], [-0.695, -0.748, -0.117], [0.212, 0.252, 0.775], [-0.081, 0.175, 0.104], [-0.255, 0.370, 0.152], [-0.521, -0.094, 0.560], [0.111, 0.162, 0.209], [-0.130, 0.335, 0.140], [0.205, 0.491, -0.302], [1.142, 0.250, -0.690], [-0.186, 0.882, 0.206], [1.117, -0.899, 0.165], [0.033, 0.387, -0.044], [-0.563, -0.096, 0.562], [-0.234, 0.094, 0.231], [-0.286, -0.387, 0.138], [-0.254, 0.006, -0.087], [-0.154, -0.452, -0.106], [-0.544, 0.164, -0.060], [-0.098, -0.041, -0.005], [0.129, -0.111, -0.229], [-0.085, 0.173, -0.086], [-1.087, 0.294, 0.316], [0.249, -0.013, 0.200], [-0.116, -0.453, -0.882], [-0.222, 0.189, 0.354], [0.971, 0.027, -0.106], [0.075, -0.069, -0.005], [0.199, 0.227, -0.120], [0.140, -0.111, 0.077], [0.172, 0.032, -0.098], [-0.079, 0.150, 0.370], [0.087, 0.091, 0.122], [-0.375, -0.324, -0.025], [-0.014, -0.073, -0.130], [-0.024, 0.557, -0.303], [0.399, -0.216, 0.213], [-0.024, -0.155, 0.178], [-0.181, -0.112, 0.540], [-0.039, 0.389, -0.339], [0.035, -0.324, 0.043], [-0.004, -0.041, 0.049], [-0.064, -0.272, -0.165], [0.084, 0.079, -0.168], [0.021, 0.505, -0.093], [-0.310, 0.042, -0.244], [0.123, -0.287, 0.152], [-0.059, -0.104, 0.100], [-0.118, 0.621, 0.332], [-0.061, -0.177, 0.444], [0.422, 0.043, -0.085], [0.152, 0.638, 0.012], [-0.251, -1.265, -0.123], [-0.002, -0.130, -0.165], [0.005, -0.108, 0.102], [-0.305, 0.059, -0.442], [0.169, 0.007, -0.263], [-0.111, -0.193, 0.199], [0.003, 0.008, 0.042], [0.193, -0.019, 0.020], [-0.116, 0.575, -0.115], [-0.278, 0.061, -0.842], [1.472, -0.577, -0.005], [-0.565, 0.823, 0.181], [0.366, -0.536, 0.602], [0.126, 0.529, -0.618], [-0.246, 0.115, 0.135], [-0.376, -0.350, 0.096], [0.272, 0.018, -0.123], [-0.379, 0.466, 0.182], [-0.072, -0.166, 0.129], [-0.161, -0.107, -0.013], [0.147, -0.167, 0.071], [-0.292, -0.014, 0.205], [0.006, 0.295, -0.082], [-0.063, 0.033, 0.095], [0.035, -0.642, 0.154], [0.229, 0.312, 0.120], [0.087, -0.769, 0.797], [-0.112, 0.172, -0.155], [0.063, -0.227, -0.179], [0.052, 0.058, 0.060], [-0.153, 0.063, 0.250], [-0.270, 0.257, -0.350], [0.373, 0.089, -0.223], [-0.144, 0.305, -0.376], [-0.123, -0.025, -0.100], [-0.453, 0.115, 0.013], [-0.036, -1.043, -0.256], [-0.642, -0.430, 0.358], [0.084, 0.215, 0.111], [1.015, -0.012, -0.059], [-0.125, 0.116, 0.223], [0.061, 0.125, -0.104], [0.236, 0.203, 0.182], [0.007, 0.368, -0.087], [0.127, 0.125, -0.195], [0.121, 0.308, -0.147], [-0.138, 0.114, -0.014], [-0.282, -0.312, -0.016]]
}